No. 1
The following is a quantum chemistry calculation of C30H51Br3Cl9N2O10Zr as an isolated structure, from OMol25.

Atoms and positions in Å:
C 27.4481 1.6494 -19.9353
H 25.9551 -5.5678 -27.1966
O 26.0047 -1.8476 -24.6275
Cl 29.4044 6.3112 -29.9341
O 27.6695 0.6448 -25.3365
Cl 30.1011 0.0867 -31.5411
H 24.4208 -5.4688 -27.9723
H 26.4347 -5.6991 -24.9434
H 28.8059 1.5013 -18.2609
H 32.0462 -0.2187 -25.3925
H 28.4869 -2.9817 -27.3482
C 32.0074 -2.1266 -24.2447
C 23.8037 1.0520 -26.2497
H 30.5139 0.5768 -21.9565
C 21.9482 1.9084 -27.2459
H 29.7174 3.8079 -18.3715
H 26.7756 -1.4484 -28.4294
Br 25.9951 4.4913 -29.1350
C 26.8490 0.3403 -19.4339
H 27.7145 -4.4343 -26.8071
H 27.3336 -0.7819 -26.9721
H 30.0820 1.5546 -23.3574
H 28.1897 2.9987 -23.1281
N 28.4020 1.3018 -20.9939
C 29.8405 -1.5009 -24.2911
H 26.1609 2.3821 -21.4710
H 32.1348 -3.1579 -24.5811
H 29.4642 4.0682 -22.7832
C 24.8174 5.8432 -28.3899
H 23.1545 1.6930 -29.0895
H 21.5376 2.8144 -26.8066
C 24.7400 4.8637 -23.5373
C 25.5387 -3.5787 -27.8213
C 27.7523 -3.3575 -26.6362
C 28.2108 2.2670 -18.7628
H 28.0466 4.0445 -21.6819
C 29.3908 0.0949 -29.9402
H 27.8543 2.5635 -27.1980
H 30.7500 2.1536 -19.7839
H 27.1360 -4.2718 -24.0854
C 25.0706 -4.9278 -27.2812
Cl 26.2416 5.4194 -24.2801
C 24.1054 -3.6513 -23.7985
H 24.5876 -3.1564 -22.9563
H 23.3450 -4.3179 -26.1671
H 24.6526 -3.0225 -28.1437
H 32.8906 -1.8346 -23.6865
H 26.2171 -0.2092 -20.1375
H 31.3681 2.1539 -22.2859
H 24.4230 5.5596 -27.4245
H 25.3492 2.3702 -19.8544
Cl 23.6295 4.1229 -24.6908
N 25.5409 -2.7351 -25.5637
H 23.2269 3.2685 -28.2901
H 26.2694 0.4981 -18.5225
C 30.0909 2.8875 -20.2547
C 31.7495 -1.2679 -25.4667
Cl 31.6129 4.7099 -28.9951
H 25.5870 -0.7777 -27.4479
Cl 30.3930 -0.6349 -28.6730
H 30.7304 3.6513 -20.7033
H 27.4840 2.6919 -18.0673
H 23.6524 -4.5864 -23.4778
O 30.3015 -1.2189 -25.5066
H 27.6327 -0.3719 -19.1606
C 27.4942 2.9054 -26.2359
H 21.1929 1.3518 -27.7935
Cl 29.7781 5.8914 -27.0579
C 27.1636 1.8106 -25.3145
H 26.6313 3.5482 -26.3902
O 26.4455 1.9825 -24.2612
C 26.3285 -2.7587 -26.7993
C 26.5048 -1.3634 -27.3640
O 28.7084 -1.3636 -23.9225
C 24.3159 -4.7837 -25.9714
O 24.2653 1.6421 -27.3713
Cl 23.9185 6.2443 -22.7941
H 26.4970 3.6111 -20.2887
H 23.3525 -2.9588 -24.1840
C 25.0856 -3.9743 -24.9326
H 26.1772 -3.7950 -28.6803
Zr 26.5635 -0.0986 -23.5448
H 25.9572 -5.2151 -23.3431
C 29.3497 2.3057 -21.4746
H 28.4650 -0.4598 -30.0065
Br 25.7944 7.5101 -28.1816
H 28.5215 4.2568 -19.5120
H 28.0631 -3.1416 -25.6161
C 26.2783 2.5460 -20.3922
C 26.2282 -4.8224 -24.3293
O 27.8415 0.5985 -22.0223
O 22.4759 1.0880 -26.1955
H 28.2063 3.5104 -25.6655
H 32.1262 -1.6385 -26.4155
O 30.7991 -2.0037 -23.5090
C 30.4337 1.6009 -22.3202
C 29.1309 3.4021 -19.2004
C 29.9718 5.2266 -28.6836
H 29.3670 4.3286 -28.7224
O 24.5287 0.5722 -25.4338
C 23.1841 2.1927 -28.1237
Br 23.3364 6.1081 -29.6159
H 24.0720 -5.7725 -25.5755
Cl 29.0854 1.7734 -29.4491
H 25.0047 4.1410 -22.7767
C 28.7206 3.4435 -22.2821

Forces on the atoms, in the same order (eV/Å):
-0.834 -0.506 0.166
-0.102 -0.084 0.352
1.117 3.190 2.599
-0.076 0.217 0.018
0.008 -0.144 -0.266
0.234 -0.194 0.073
0.063 0.276 -0.276
0.373 0.164 -0.083
-0.131 -0.066 0.028
0.304 -0.152 0.283
-0.169 0.358 -0.009
0.517 -0.465 -1.117
-0.079 0.548 -0.752
0.417 0.042 0.054
0.404 -0.233 -0.412
-0.150 -0.250 0.193
0.071 -0.456 0.104
-0.179 -0.001 0.294
0.169 -0.813 0.513
0.121 -0.058 0.366
-0.258 -0.036 0.551
0.205 -0.083 -0.055
-0.356 0.078 0.293
0.847 0.087 0.910
0.638 -0.159 -0.192
-0.405 -0.049 0.073
-0.112 -0.103 0.342
0.208 0.127 0.474
0.298 0.672 -0.797
-0.020 -0.030 0.023
-0.101 -0.060 0.024
-0.013 0.620 0.159
-0.651 -0.626 0.009
-0.451 -0.402 0.215
0.337 0.634 -0.038
-0.010 0.196 -0.150
0.210 0.246 0.142
0.319 -0.132 0.140
-0.086 -0.199 -0.190
0.023 0.162 -0.486
0.185 -0.256 0.023
-0.099 -0.060 -0.137
0.034 0.629 -0.535
0.105 -0.214 0.091
0.100 0.232 -0.004
0.166 0.183 -0.074
-0.250 0.166 0.335
-0.134 0.355 -0.160
0.098 -0.098 0.034
0.110 -0.206 0.036
0.011 -0.255 -0.031
0.139 -0.243 -0.233
-1.160 0.299 -0.501
0.740 -0.063 0.093
-0.123 0.174 -0.123
-0.458 0.205 -0.421
-0.358 1.036 -0.274
0.378 0.025 0.063
-0.030 -0.015 0.642
-0.049 -0.209 -0.392
0.021 0.225 0.414
-0.069 -0.350 0.135
-0.120 0.082 0.146
-0.245 -0.066 0.085
0.145 0.164 -0.081
-0.440 0.267 0.128
-0.142 0.010 0.213
0.026 0.137 -0.023
-0.077 -1.187 1.845
-0.104 -0.108 0.073
-0.795 0.440 0.186
0.745 -0.092 -0.388
-0.008 0.578 -1.409
-0.850 0.229 0.437
0.017 -0.088 -0.313
0.164 0.386 0.277
0.107 -0.193 0.151
0.082 -0.032 0.076
-0.183 -0.159 0.085
0.354 -0.413 0.820
-0.009 0.391 -0.101
3.602 -0.986 -2.743
-0.364 -0.097 -0.176
1.097 0.161 0.128
-0.125 0.122 0.225
-0.197 -0.379 0.157
0.121 -0.086 -0.371
0.341 -0.099 -0.128
0.480 0.488 -0.560
-0.002 -0.444 0.661
-3.184 -1.174 -2.816
-0.100 -0.158 0.401
0.271 0.016 -0.369
-0.090 -0.325 0.096
-0.132 0.142 0.547
-1.192 -0.141 -0.333
0.199 0.350 0.208
-0.264 -0.467 -0.027
-0.124 0.123 0.008
0.140 -0.520 0.768
-0.905 -0.074 -0.111
0.025 -0.112 0.332
0.164 0.028 0.189
-0.341 0.002 -0.127
-0.107 -0.074 -0.010
-0.042 -0.519 -0.712

total charge: +1
2S+1: 1
E_LUMO: -3.74 eV
total energy: -13946.2596 Eh
HOMO-LUMO gap: 6.138 eV



No. 2
The following is a quantum chemistry calculation of one molecule with the formula C6H10O3S, from OMol25.

Atoms and positions in Å:
O -1.1928 1.8982 1.0813
H 0.2739 -1.3342 -2.1786
H 2.0308 0.8458 1.6197
C 0.1876 1.9235 1.4214
H 0.6460 -0.1527 2.1605
C 0.9985 0.6344 1.4522
C -1.6198 0.8614 0.3728
C -0.7855 -1.6676 0.2268
H -1.6666 -1.8054 -0.3503
H 0.5214 0.4519 -2.0747
H 0.5772 2.4710 0.5639
S -3.2089 0.8708 -0.0259
C -0.1490 -0.4052 -0.3752
O -3.8859 2.0536 0.5922
C -0.1052 -0.3956 -1.9019
O 1.0175 0.0962 0.1175
H -0.8547 -1.5392 1.2417
H -0.1297 -2.5702 -0.1585
H 0.2209 2.3110 2.3746
H -1.1019 -0.2903 -2.2847

Forces on the atoms, in the same order (eV/Å):
-0.432 -0.936 0.595
0.923 -1.125 -0.750
0.587 0.374 0.525
0.438 -1.292 -2.297
0.148 0.703 -0.275
-1.615 -1.217 -0.739
1.912 -0.825 -1.666
3.459 -0.932 -3.913
-1.253 -0.017 0.252
0.396 0.314 -1.096
0.817 0.718 0.701
0.139 0.097 0.243
-3.209 0.830 1.088
-0.026 -0.406 -0.252
-0.755 1.108 2.417
-0.072 -0.263 -0.014
-0.572 -0.451 2.343
-0.887 1.449 1.339
0.358 1.661 1.831
-0.357 0.212 -0.334

2S+1: 1
E_LUMO: 0.65 eV
total energy: -858.3733 Eh
HOMO-LUMO gap: 8.682 eV
ΔE to the lowest compared entry with this formula, charge and spin: 303.7 kJ/mol



No. 3
The following is a quantum chemistry calculation of C38H49N9O4Os as an isolated structure, from OMol25.

Atoms and positions in Å:
N 1.3754 -1.5932 -2.9030
C -4.5953 2.9607 -3.4827
H -0.2389 1.3324 5.2579
H 4.1517 -4.6821 -2.6850
H -1.9033 0.4207 0.5368
C -3.7605 -0.8335 -2.0524
H -4.4519 -0.0349 -2.2781
C 3.5404 -1.8241 0.0370
H -4.3013 3.1116 -4.5106
N 2.6844 -0.3359 1.7409
C 4.9447 0.3362 3.7150
C -1.5108 5.3079 -0.5877
H 0.9475 -2.1977 4.8395
C -3.0081 -3.0862 -2.3491
H 3.4454 -2.6783 0.7159
H 5.7492 -0.3710 3.5161
H -1.2624 -1.0696 4.6523
H 0.2854 2.6416 4.1815
N 0.2526 0.6877 2.0151
C 0.0659 1.9959 0.2691
O -2.4587 1.9801 -2.8610
H -1.3140 6.3872 -2.4309
C 1.7858 -0.0724 5.1959
H 1.7854 -1.4031 -4.9500
C 3.8656 -0.5937 0.8959
N -0.2911 1.8685 1.5333
C -0.3026 3.2295 -0.4561
C -2.7541 -0.6311 -1.0636
C 0.4015 0.6698 3.2988
H 1.2790 -4.8885 2.4015
H 0.8382 2.6912 -2.1817
N -3.2283 1.6728 -0.2839
C 3.9912 -3.8868 -1.9599
Os 0.9915 -0.6393 0.7246
H 2.5806 -4.1286 -4.1994
C -5.8668 3.3422 -3.0717
C -2.0075 2.1555 -4.1972
H -6.5402 3.7838 -3.7940
C -0.1767 4.5690 -2.4492
H 0.2692 -4.5355 3.8260
C 2.2744 -2.0089 -1.9815
N 2.2994 -1.6279 -0.7213
N 1.3132 -0.4112 3.7901
H 4.4097 -1.9951 -0.5902
C -5.4040 2.5944 -0.8500
H 0.7133 0.3448 -3.3354
C -0.2119 1.6699 4.2255
H -1.3468 -3.7377 -1.1698
C 0.1812 3.4307 -1.7441
H -2.0223 3.2091 -4.4816
H 5.1948 0.9041 4.6103
C 0.6346 -1.8054 3.8726
C -1.8323 -1.6885 -0.7481
H 1.8514 1.0084 5.2662
C -2.0257 -2.9309 -1.4146
H 2.0105 -4.3503 3.9361
H -2.6140 1.5732 -4.8940
H -0.9833 1.7943 -4.2159
H 1.0731 -0.4499 5.9230
H -2.9246 2.3216 0.4308
C -1.1365 4.1828 0.1272
C 1.1566 -4.2383 3.2627
H 4.9736 -3.4917 -1.7046
C -6.2787 3.1658 -1.7616
H -0.5423 -0.9140 -3.2890
H 4.0042 0.2872 0.2687
C 1.5963 -2.1851 -4.2115
H -2.1635 6.0432 -0.1364
H 4.8583 1.0315 2.8826
C -3.8873 -2.0296 -2.6864
H 4.7689 -0.7866 1.4721
H -7.2695 3.4645 -1.4508
H -1.4727 4.0462 1.1480
H -4.6605 -2.1836 -3.4253
C 1.0435 -2.8191 2.8198
H -1.2373 1.8329 3.8958
H -1.3053 -2.6896 3.9730
C -4.1391 2.2061 -1.2522
H 0.1643 -0.3029 -1.7910
H 0.2123 4.7317 -3.4460
C 2.8108 -3.0818 -3.9962
O 1.1982 -2.5117 1.6514
H -1.2198 -1.3113 2.8741
C 0.3761 -0.5584 -2.8162
O -0.8660 -1.5809 0.0936
O 0.7270 1.0922 -0.3523
H 3.6643 -2.7965 -4.6125
H 3.2024 -1.7277 5.4662
C 2.6646 -0.3660 3.0164
H 3.5350 -4.3334 -1.0760
C -0.8878 -1.6911 3.8398
N 3.1140 -2.9079 -2.5776
C -3.7124 2.3947 -2.5713
H -3.1177 -4.0408 -2.8496
H 3.7740 -0.1495 6.0144
C -2.6211 0.5107 -0.2679
H -5.7011 2.4375 0.1795
C -1.0315 5.5012 -1.8779
H 0.7114 -2.7409 -4.5295
C 3.1797 -0.6550 5.2564
N 3.6656 -0.3380 3.9263

Forces on the atoms, in the same order (eV/Å):
-0.121 -0.135 0.044
-0.010 0.007 0.004
-0.051 -0.009 -0.001
-0.052 -0.034 0.024
-0.014 -0.005 0.013
-0.001 -0.013 0.026
-0.006 0.009 -0.007
0.010 0.101 0.092
0.001 0.001 0.000
-0.049 -0.119 -0.236
0.013 0.015 0.001
-0.001 -0.008 0.009
0.024 -0.052 -0.032
0.012 -0.008 -0.006
0.077 -0.026 -0.041
0.004 0.002 0.003
-0.001 0.037 -0.026
0.027 -0.014 0.019
-0.315 -0.430 0.564
0.041 -0.034 -0.046
0.000 -0.012 -0.007
-0.002 0.000 0.000
-0.065 -0.016 0.016
0.001 0.014 0.015
-0.082 -0.077 -0.033
-0.091 -0.111 0.008
0.003 0.013 -0.018
-0.004 0.007 -0.007
0.392 0.194 -0.169
-0.002 0.002 -0.003
-0.001 -0.004 0.000
0.003 -0.056 -0.032
-0.145 -0.137 0.028
-0.440 0.172 -0.292
0.020 -0.008 0.015
0.005 -0.002 -0.007
0.000 -0.001 0.001
0.001 0.000 -0.001
0.004 0.007 0.012
0.004 0.001 0.007
-0.252 -0.236 -0.014
0.229 0.152 0.383
-0.146 0.136 0.001
-0.007 0.089 -0.074
0.006 0.010 0.006
0.004 -0.007 -0.008
0.111 0.057 -0.012
-0.003 0.002 0.009
-0.016 -0.002 -0.001
-0.004 -0.002 -0.003
-0.005 0.000 0.003
0.009 -0.032 -0.045
0.155 -0.121 -0.154
0.019 -0.002 -0.004
0.013 -0.006 -0.028
0.004 -0.002 -0.007
0.001 0.000 -0.003
-0.002 0.000 -0.004
0.001 0.008 0.008
-0.023 0.002 0.002
0.017 0.034 0.013
0.003 0.001 0.030
0.007 -0.004 -0.032
-0.004 0.000 0.006
-0.001 0.001 -0.007
0.047 -0.017 -0.010
-0.005 -0.004 -0.014
0.003 0.002 0.001
-0.004 -0.006 0.000
-0.002 0.012 0.002
-0.006 -0.004 0.020
0.000 0.000 0.001
-0.005 -0.005 -0.004
-0.002 0.004 0.001
0.217 0.104 -0.004
0.010 0.018 -0.022
-0.006 0.010 0.033
0.015 0.012 -0.001
0.002 -0.012 -0.028
0.002 0.001 0.002
0.018 0.012 -0.001
-0.323 -0.024 -0.090
-0.004 -0.004 0.006
0.054 0.051 0.001
0.182 0.271 -0.045
0.132 0.088 0.107
-0.024 0.014 -0.023
-0.014 -0.009 -0.023
0.044 -0.074 -0.010
0.014 0.052 0.031
0.010 -0.043 0.019
0.290 0.164 -0.051
-0.010 -0.007 0.006
-0.001 -0.002 0.003
0.012 -0.023 0.002
-0.013 -0.006 0.018
-0.001 0.001 0.000
0.004 -0.001 -0.014
0.009 -0.001 -0.015
0.033 0.036 0.016
0.018 0.040 0.081

total charge: +2
2S+1: 1
E_LUMO (spin up / spin down): -4.91 / -4.91 eV
total energy: -2361.3300 Eh
HOMO-LUMO gap (spin up / spin down): 6.811 / 6.812 eV
ΔE to the lowest compared entry with this formula, charge and spin: 160.9 kJ/mol



No. 4
The following is a quantum chemistry calculation of a 3-piece molecular cluster, C7H20NO2 overall, from OMol25.

Atoms and positions in Å:
H -2.4233 -2.1326 0.8197
H 2.9517 -1.4027 0.1500
H -2.0387 -2.2136 -0.8436
H 2.8281 0.2149 0.6173
C 2.0529 -0.1585 -1.3843
C -1.5555 -2.1520 0.1464
C 2.0927 -0.9367 -2.4688
H -1.0353 3.0651 2.6809
H 0.5748 2.9005 2.8893
C -0.4043 -0.2488 -1.0525
H 1.6332 -0.6399 -3.4192
H -1.2959 0.3675 -1.2558
H 0.6499 1.3164 -2.1115
N -0.7852 -0.1101 1.4525
O -0.2135 2.6657 2.4145
C 0.7773 0.7337 -1.1870
C 3.0136 -0.4038 -0.2619
H 0.9072 1.5391 -0.4615
H -4.1149 1.5581 0.6725
H -0.5245 -0.6518 2.2698
H -3.0916 2.4851 0.7107
O -3.2043 1.5591 1.0128
H -1.7719 0.1850 1.5193
H 4.0488 -0.0970 -0.5488
H -0.3564 -1.0437 -1.8092
C -0.5696 -0.9935 0.2360
H 0.4277 -1.4505 0.3988
H -1.0633 -3.1042 0.2450
H 2.8563 -1.6649 -2.7424
H -0.3655 0.8141 1.3111

Forces on the atoms, in the same order (eV/Å):
0.448 0.192 0.236
0.397 -0.485 -0.364
0.326 0.354 0.215
-0.318 0.340 -0.039
-1.042 -0.561 0.122
-1.267 -0.049 -0.585
1.023 0.999 -1.604
0.198 0.608 0.749
-0.093 0.692 0.687
-1.217 1.768 -0.265
-0.869 -0.128 0.630
-0.230 -0.476 0.043
-0.198 -0.382 0.063
-1.274 -0.030 -1.404
-0.133 -1.461 -1.526
1.632 -0.979 -1.346
0.696 1.126 0.686
-0.169 -0.440 0.613
-0.160 -1.225 0.421
0.256 0.648 0.355
1.077 -0.369 0.504
-0.793 1.510 -0.910
-0.124 -0.393 0.037
-0.677 -0.750 0.102
0.160 0.599 0.037
1.464 -1.021 0.236
-0.396 0.292 0.296
0.236 -0.303 0.347
0.141 0.023 0.907
0.906 -0.098 0.759

total charge: +1
2S+1: 1
E_LUMO: -2.92 eV
total energy: -483.6718 Eh
HOMO-LUMO gap: 9.249 eV
ΔE to the lowest compared entry with this formula, charge and spin: 75.0 kJ/mol



No. 5
The following is a quantum chemistry calculation of one molecule with the formula C2HIN2O2, from OMol25.

Atoms and positions in Å:
N -0.6240 0.9552 0.0017
H 1.4107 -1.8101 0.0106
O 0.9191 1.3362 -0.0119
O -1.3631 1.8968 0.0351
C -0.6884 -0.3160 -0.0128
I -2.3499 -1.5237 0.0045
N 1.6484 0.2759 -0.0129
C 1.0472 -0.8144 -0.0142

Forces on the atoms, in the same order (eV/Å):
0.626 -0.578 0.049
0.282 -0.490 -0.037
-1.100 0.984 -0.004
-0.291 0.583 -0.043
4.199 -2.053 0.006
0.336 0.454 -0.003
1.433 -0.315 0.009
-5.484 1.414 0.023

2S+1: 1
SMILES: [O-][n+]1oncc1I
E_LUMO (spin up / spin down): -0.35 / -0.35 eV
total energy: -634.2841 Eh
HOMO-LUMO gap (spin up / spin down): 9.124 / 9.123 eV
ΔE to the lowest compared entry with this formula, charge and spin: 364.7 kJ/mol



No. 6
The following is a quantum chemistry calculation of one molecule with the formula C3H2Cl2OS2, from OMol25.

Atoms and positions in Å:
C 2.0156 0.6722 1.8950
C -0.1267 0.3667 0.1723
Cl 3.9147 2.0257 0.5293
H -1.0922 0.8731 0.2564
S 1.1850 1.2298 -0.7662
C 2.6023 1.0911 0.7706
O 0.8663 2.6669 -0.6649
H 0.0525 -0.6899 -0.2819
Cl 2.8702 0.5850 3.4166
S 0.3697 0.0616 1.9260

Forces on the atoms, in the same order (eV/Å):
0.594 -0.298 -0.440
2.407 -2.536 0.564
1.605 0.733 -0.245
0.207 -0.326 -0.910
1.006 1.301 2.433
-3.901 -0.995 -0.971
0.031 -0.003 -0.694
-1.537 1.704 0.461
-0.454 0.174 -0.471
0.042 0.245 0.272

2S+1: 1
E_LUMO: -0.08 eV
total energy: -1907.4177 Eh
HOMO-LUMO gap: 8.768 eV
ΔE to the lowest compared entry with this formula, charge and spin: 203.5 kJ/mol